Here is 12 unconnected molecules or ions with the total composition C48H96O36 at a distorted geometry from the OMol25 dataset. Energies are from ωB97M-V/def2-TZVPD.

relative energy (zero: lowest compared OMol25 entry of this formula, charge and spin) = 156.5 kcal per mole
frontier orbital gap = 0.38819 Eh
net charge = 0
LUMO = 0.57 eV
structure (SMILES) = CCOC(=O)OC.CCOC(=O)OC.CCOC(=O)OC.CCOC(=O)OC.CCOC(=O)OC.CCOC(=O)OC.CCOC(=O)OC.CCOC(=O)OC.CCOC(=O)OC.CCOC(=O)OC.CCOC(=O)OC.CCOC(=O)OC
max |F| = 5.91 eV/A

Structure (XYZ):
```
180
Properties=species:S:1:pos:R:3:forces:R:3
C 2.679662 -3.929690 -8.615375 0.4 -0.2 -0.4
C 2.089751 -2.899765 -7.655012 0.5 0.1 0.0
O 2.573802 -3.236112 -6.337096 -0.3 0.2 1.7
C 2.259023 -2.456812 -5.241903 -0.7 -0.7 -1.6
O 1.445587 -1.532017 -5.284572 2.2 -1.9 1.0
O 3.005748 -3.009118 -4.213357 -1.6 0.8 -2.5
C 2.883253 -2.454219 -2.949181 0.7 1.2 1.6
H 3.648355 -3.752625 -9.082685 0.3 0.4 0.7
H 2.069968 -4.080008 -9.506317 -0.5 0.1 0.3
H 2.739947 -4.876864 -8.079359 -0.1 0.0 -0.1
H 1.015990 -3.022903 -7.796371 -0.2 0.4 0.8
H 2.419464 -1.864638 -7.743904 -0.3 0.0 -0.9
H 2.802680 -1.367203 -2.947342 -0.4 0.1 -0.3
H 3.843810 -2.624885 -2.463080 -0.1 -0.3 0.1
H 2.090804 -2.855448 -2.317406 -0.2 -0.3 -0.4
C 1.168059 4.651380 -4.983007 0.1 0.0 0.9
C -0.152698 5.374554 -4.825583 -0.6 -1.2 -1.5
O -0.835068 5.058945 -3.641864 -0.6 1.1 2.7
C -1.509632 3.934499 -3.288153 1.4 1.0 -1.0
O -1.539469 2.972291 -3.994898 -0.5 -1.1 -0.3
O -2.028151 4.114584 -2.084208 -0.4 0.1 -0.1
C -2.794692 3.052710 -1.467860 -0.4 0.5 0.4
H 1.797603 5.132725 -5.731394 -0.2 -0.4 -0.5
H 0.955241 3.590319 -5.113267 0.3 0.1 -0.5
H 1.767369 4.709086 -4.074382 -0.1 0.2 0.3
H -0.824250 5.078908 -5.631628 0.2 -0.1 -0.3
H -0.050658 6.453326 -4.943651 0.0 0.1 0.8
H -2.328085 2.833294 -0.507535 0.5 -0.6 -0.6
H -3.019750 2.237448 -2.155463 0.6 -0.1 0.2
H -3.756359 3.433001 -1.123356 -0.1 0.5 -0.5
C 1.459015 1.048358 2.941812 0.2 0.3 -1.6
C 1.458442 1.660035 1.504560 -0.8 1.9 1.8
O 1.258579 0.721319 0.489826 0.7 -2.3 -1.0
C 0.731959 1.039824 -0.687405 -2.7 2.6 0.0
O 0.267529 2.185051 -0.918759 1.7 -3.6 -0.2
O 0.570980 -0.101689 -1.455020 0.4 1.6 0.9
C -0.125088 0.109852 -2.706090 0.1 -0.1 -0.3
H 1.295094 1.812115 3.702019 0.1 0.3 -0.3
H 2.466108 0.651600 3.070075 -0.4 -0.6 0.5
H 0.642183 0.337688 3.067613 0.4 -0.3 -0.1
H 2.384242 2.219552 1.370686 0.2 -0.2 -0.3
H 0.659752 2.398974 1.440077 -0.1 0.0 -0.1
H -0.064655 -0.800069 -3.303165 0.4 -0.2 0.4
H 0.375116 0.890261 -3.279568 -0.4 0.2 0.2
H -1.188250 0.297516 -2.555918 0.2 0.5 0.2
C -5.194098 -3.994794 -8.613571 -0.3 0.0 -0.9
C -5.184364 -3.855942 -7.137207 -1.8 1.6 0.3
O -3.993758 -4.282865 -6.596236 3.1 -0.5 1.4
C -2.896997 -3.478970 -6.282436 0.9 -2.3 0.9
O -1.832463 -3.993573 -5.878884 -3.4 2.1 -1.4
O -3.211916 -2.193870 -6.425619 0.2 0.1 0.6
C -2.209436 -1.210771 -6.142282 1.0 0.9 -0.9
H -6.187088 -3.834238 -9.033452 -0.1 0.3 0.2
H -4.973511 -5.028242 -8.880832 0.5 0.1 -0.1
H -4.518957 -3.273583 -9.074157 0.2 -0.3 -0.2
H -6.047301 -4.386788 -6.735160 0.5 -0.8 0.4
H -5.417872 -2.850473 -6.787056 0.3 0.4 -0.4
H -1.539607 -1.170643 -7.001255 0.3 -0.4 0.1
H -1.614860 -1.302225 -5.233316 -0.3 -0.7 0.0
H -2.613004 -0.198233 -6.144867 -0.9 -0.4 0.2
C -8.305721 -3.148117 -4.757428 0.9 0.9 -0.2
C -7.313312 -1.990001 -4.471932 0.0 -1.0 -0.4
O -6.147955 -2.568178 -3.814094 -1.4 -0.6 0.0
C -5.168568 -1.831525 -3.356986 1.3 -0.6 0.9
O -4.995848 -0.666775 -3.516172 0.1 1.2 -0.2
O -4.335206 -2.658552 -2.655309 -0.6 -0.4 0.7
C -3.049175 -2.194136 -2.249578 0.8 1.8 -1.9
H -9.153762 -2.617591 -5.190384 -0.3 -0.5 0.0
H -8.589359 -3.747045 -3.892017 0.0 0.4 0.2
H -7.880757 -3.841964 -5.482744 -0.1 0.1 -0.1
H -7.850883 -1.198468 -3.949835 0.6 -0.1 0.7
H -6.971041 -1.545124 -5.406298 0.0 -0.1 -0.1
H -2.456544 -2.243466 -3.163061 0.6 -0.7 0.1
H -2.520857 -2.633410 -1.403395 -1.0 -0.8 -0.2
H -2.972816 -1.115336 -2.113687 -0.9 0.2 0.5
C -3.519611 -5.294990 4.015522 -1.3 0.4 0.5
C -2.681751 -4.017439 4.124508 -2.0 -1.1 0.8
O -1.704769 -4.345760 3.208216 3.3 1.0 -2.5
C -1.242655 -3.345107 2.449282 1.4 3.0 -0.3
O -1.551867 -2.143047 2.623811 0.9 -3.5 -0.9
O -0.274196 -3.775929 1.517378 -1.3 -0.4 1.9
C 0.119439 -2.839323 0.493909 -1.5 0.6 -0.1
H -3.005998 -6.149565 4.455977 -0.1 0.2 0.4
H -3.744649 -5.631070 3.003350 0.2 0.6 -0.3
H -4.492352 -5.096225 4.465385 0.0 -0.5 0.4
H -2.333435 -3.917767 5.152539 0.6 0.0 -0.1
H -3.155120 -3.060842 3.903301 -0.3 -0.3 -0.4
H 0.849059 -3.170999 -0.244831 0.4 -0.9 1.0
H 0.431906 -1.888172 0.924927 -0.2 0.0 -0.1
H -0.776578 -2.778021 -0.123742 0.0 0.9 0.0
C -6.496694 3.914017 2.104357 0.8 0.7 -0.2
C -5.030347 4.179340 2.480118 -0.5 -1.6 1.3
O -4.150600 3.353363 1.686276 0.6 -1.6 0.3
C -3.629749 2.158519 2.257393 0.2 1.1 -0.6
O -3.413311 1.941333 3.419366 -0.7 0.3 -0.3
O -3.288499 1.362209 1.245612 -1.1 -0.2 -0.7
C -2.872088 -0.025170 1.477678 1.4 1.5 1.0
H -6.694497 2.848663 2.222609 -0.1 0.0 -0.5
H -6.646599 4.326471 1.106599 -0.4 -0.6 -0.2
H -7.189673 4.426578 2.771557 0.2 0.2 0.1
H -4.944788 3.783750 3.492192 0.4 0.5 0.3
H -4.738948 5.229261 2.450914 0.2 -0.2 -0.3
H -2.031771 0.072853 2.164952 -0.2 -0.4 0.1
H -2.434605 -0.381010 0.544885 -0.6 0.0 -0.1
H -3.621012 -0.673857 1.932009 -0.2 0.3 -0.3
C 8.943132 3.863598 7.120105 -0.5 0.7 -1.2
C 8.403353 4.457778 5.810962 -0.3 -0.7 -0.9
O 6.960650 4.249884 5.696735 1.9 4.6 2.5
C 6.493728 3.199275 5.213235 2.2 -4.4 -2.8
O 7.127473 2.474389 4.434106 -1.6 0.5 0.7
O 5.354578 2.969347 5.782872 -3.3 -1.1 -0.5
C 4.444797 1.944208 5.260564 0.2 -0.6 0.3
H 9.999781 4.130633 7.137565 0.0 0.1 0.5
H 8.868975 2.776762 7.157152 -0.2 0.1 -0.1
H 8.342940 4.343133 7.893355 0.5 -0.2 0.4
H 8.837172 4.023253 4.910353 0.2 -0.1 0.2
H 8.531739 5.537278 5.731528 -0.1 -0.1 0.4
H 4.030811 1.481636 6.156516 0.1 -0.1 -0.1
H 4.899631 1.171551 4.640694 0.7 0.2 0.3
H 3.600137 2.274730 4.656078 0.2 1.0 0.3
C 0.644963 1.070524 -6.973514 0.7 -0.4 -0.2
C 0.953817 2.381478 -7.681518 -0.1 -1.3 -1.1
O -0.149823 3.232276 -7.490695 -0.6 -0.2 1.3
C -0.283489 4.273437 -8.269430 2.6 0.6 -2.1
O 0.504253 4.565693 -9.157001 -0.7 0.1 0.5
O -1.341463 4.916194 -7.921209 -2.7 0.6 1.3
C -1.737291 6.237141 -8.294520 0.7 -0.1 -1.0
H 0.131693 1.143691 -6.014718 0.1 0.3 0.0
H 1.582580 0.534389 -6.826758 0.1 0.1 0.3
H 0.095490 0.390172 -7.624125 -0.4 0.2 0.0
H 0.989012 2.173163 -8.750849 0.3 0.0 -0.1
H 1.931900 2.799488 -7.443373 -0.3 0.4 0.5
H -1.017757 6.953226 -7.897527 -0.1 0.0 0.0
H -2.748934 6.431392 -7.938218 0.3 -0.3 0.4
H -1.782265 6.323905 -9.380126 0.3 0.0 0.0
C 1.549043 3.573121 9.200825 1.8 0.5 -0.9
C 2.757888 3.677010 8.133452 -1.5 -0.1 0.9
O 2.504094 4.808592 7.295333 0.0 0.5 -0.4
C 1.871125 4.780269 6.111068 0.4 0.0 0.6
O 1.572599 3.835999 5.436828 -0.1 -0.7 0.2
O 1.653534 6.050962 5.764260 -0.4 -0.8 0.8
C 0.990677 6.296710 4.549939 0.4 1.3 -1.9
H 1.562375 4.457970 9.837195 0.3 0.1 0.0
H 1.741504 2.723283 9.855678 -0.4 -0.2 -0.2
H 0.560851 3.622019 8.743452 0.2 -0.7 -0.2
H 2.969904 2.770149 7.567111 -0.7 0.0 -0.2
H 3.705800 3.879350 8.632087 -0.2 0.3 0.1
H 1.389302 7.294402 4.366069 -0.5 0.1 -0.6
H -0.093618 6.324120 4.442054 -0.3 0.0 1.4
H 1.214444 5.666157 3.689460 0.9 -0.4 0.4
C 5.008742 -5.889299 6.731027 0.4 -1.5 -0.7
C 4.697703 -6.333027 5.292380 1.4 0.6 0.6
O 3.983978 -5.243601 4.732939 0.5 2.1 -2.1
C 4.680515 -4.122965 4.217149 1.4 -1.2 -0.4
O 5.895194 -3.924441 4.210125 -2.7 -0.7 0.5
O 3.779284 -3.345937 3.611346 -1.4 -5.3 2.2
C 4.090285 -2.139341 3.167238 0.9 3.3 -0.7
H 5.568748 -6.716409 7.167370 -0.6 -0.3 0.7
H 4.021011 -5.668355 7.135576 0.4 -0.1 0.7
H 5.725959 -5.079788 6.866649 -0.4 0.4 -0.7
H 4.125657 -7.254562 5.184487 -1.0 0.5 0.6
H 5.562555 -6.685376 4.730271 0.6 1.0 -0.2
H 4.830948 -2.197956 2.369688 0.1 0.3 -0.1
H 4.464803 -1.570342 4.018169 0.2 0.6 -0.3
H 3.140352 -1.714262 2.843132 0.3 0.3 -0.2
C 0.412855 -5.321001 5.923456 0.2 0.9 -0.7
C 1.131639 -3.972700 5.510018 -0.3 -1.6 -0.6
O 0.209667 -2.893027 5.803824 -0.7 -0.2 1.5
C 0.416582 -1.614757 5.560614 0.8 2.4 -1.7
O 1.348933 -1.156237 4.900491 -1.0 -0.8 1.3
O -0.616828 -0.820260 6.017872 1.2 -2.1 0.7
C -0.594253 0.620756 5.856977 0.4 -1.1 -1.2
H 0.463681 -5.521410 6.993666 -0.4 0.5 0.1
H 0.831830 -6.230357 5.492599 0.6 0.4 -0.4
H -0.597475 -5.293198 5.515341 -0.2 0.0 0.5
H 1.345900 -3.925390 4.442331 -0.1 -0.2 0.0
H 2.108957 -3.997158 5.992046 -0.2 1.0 0.4
H -0.934951 0.721109 4.826466 -0.5 0.8 0.2
H 0.400093 1.067063 5.870392 0.1 -0.3 0.5
H -1.258989 0.996178 6.634975 0.1 0.1 -0.4
```
Forces are in eV/Å.

Results of the Mulliken charge analysis, in e, for atoms 1 through 4: atom 1 (C): -1.36, atom 2 (C): 0.27, atom 3 (O): -0.33, atom 4 (C): 0.57